No. 1
Density functional theory data (wB97M-V/def2-TZVPD) for a molecular structure, C25H24ClIrN5O3.

As for the calculated total energy: -55254.658 eV. As for the spin multiplicity: 2. The calculation puts the lowest unoccupied orbital energy (alpha / beta) at -7.361 / -8.624 eV. As for the net charge: +2. The HOMO energy (alpha / beta) comes out at -14.8 / -14.8 eV. Its expectation value of S² is 0.76. The gap between HOMO and LUMO (alpha / beta) is 7.4 / 6.1 eV.

```
59
C25H24ClIrN5O3 | the OMol25 dataset | wB97M-V/def2-TZVPD
Ir 0.70 -0.14 0.67
N 3.29 3.22 1.08
C 2.86 1.99 1.01
N 1.58 1.68 0.93
C 0.59 2.69 0.89
N -0.67 2.40 0.77
N -0.88 1.05 0.66
C -2.03 0.50 0.53
C -2.02 -0.96 0.44
C -3.18 -1.70 0.32
C -3.09 -3.09 0.25
C -1.85 -3.69 0.30
C -0.72 -2.89 0.42
N -0.80 -1.57 0.49
C 1.04 4.06 1.00
C 0.14 5.14 1.00
C 0.62 6.42 1.10
C 2.00 6.66 1.19
C 2.90 5.61 1.18
C 2.41 4.32 1.09
H 4.28 3.39 1.14
H 3.57 1.17 1.01
H -2.94 1.09 0.51
H -4.14 -1.20 0.28
H -3.99 -3.68 0.15
H -1.74 -4.76 0.24
H 0.28 -3.32 0.45
H -0.92 4.94 0.93
H -0.06 7.26 1.10
H 2.37 7.68 1.26
H 3.96 5.79 1.25
Cl -2.64 -1.48 4.93
C -1.11 -1.60 4.15
C -0.48 -2.84 4.07
C 0.74 -2.98 3.41
C 1.33 -1.87 2.83
C 0.72 -0.61 2.96
C -0.50 -0.47 3.65
C 2.52 -2.01 1.92
O 3.42 -2.77 2.13
O 2.43 -1.22 0.86
H -0.95 -3.71 4.51
H 1.22 -3.95 3.33
H 1.33 0.29 2.83
H -0.96 0.50 3.79
C 0.83 0.04 -3.54
C 1.49 -0.42 -2.25
C 2.91 0.13 -2.12
C 1.45 -1.93 -2.12
O 0.70 0.22 -1.20
H 1.38 -0.36 -4.39
H 0.84 1.13 -3.61
H -0.20 -0.31 -3.60
H 3.49 -0.22 -2.97
H 3.39 -0.22 -1.21
H 2.90 1.22 -2.16
H 1.98 -2.37 -2.96
H 0.43 -2.29 -2.16
H 1.94 -2.27 -1.20
```

No. 2
Density functional theory data (wB97M-V/def2-TZVPD) for a molecular structure, C25H24ClNO4SiTi.

As for the calculated total energy: -79516.323 eV. As for the spin multiplicity: 2. The calculation puts the lowest unoccupied orbital energy (alpha / beta) at 2.559 / 2.558 eV. As for the net charge: -1. The HOMO energy (alpha / beta) comes out at -2.7 / -5.2 eV. Its expectation value of S² is 0.77. The gap between HOMO and LUMO (alpha / beta) is 5.2 / 7.8 eV.

```
57
C25H24ClNO4SiTi | the OMol25 dataset | wB97M-V/def2-TZVPD
Ti 0.29 -0.33 0.13
C 1.46 -2.39 0.19
C 2.36 -1.41 0.70
C 1.83 -0.95 1.92
C 0.63 -1.63 2.17
C 0.40 -2.53 1.10
H 1.55 -2.91 -0.75
H 3.30 -1.12 0.27
H 2.23 -0.14 2.51
H -0.04 -1.45 3.00
H -0.46 -3.15 0.96
O -2.56 -1.67 -2.37
C -1.81 -0.93 -1.75
O -0.78 -1.41 -1.03
C -1.88 0.51 -1.69
C -2.94 1.21 -2.29
C -3.02 2.56 -2.17
C -1.97 3.25 -1.46
C -1.97 4.64 -1.34
C -0.95 5.31 -0.69
C 0.10 4.57 -0.15
C 0.12 3.20 -0.25
C -0.92 2.49 -0.89
N -0.90 1.11 -0.95
H -3.67 0.62 -2.82
H -3.83 3.13 -2.60
H -2.79 5.20 -1.78
H -0.96 6.39 -0.60
H 0.91 5.08 0.37
H 0.93 2.64 0.20
C 3.48 1.51 -0.95
Si 2.05 0.45 -1.62
C 2.84 -1.04 -2.50
C 1.33 1.43 -3.07
H 4.20 1.68 -1.76
H 4.02 1.04 -0.12
H 3.13 2.48 -0.60
H 3.49 -0.67 -3.30
H 2.07 -1.66 -2.97
H 3.44 -1.69 -1.85
H 2.11 1.55 -3.84
H 0.99 2.42 -2.78
H 0.49 0.91 -3.52
Cl -6.66 1.34 0.86
C -4.97 1.44 1.28
C -4.45 2.64 1.73
C -3.11 2.72 2.05
C -2.28 1.61 1.91
C -2.83 0.41 1.46
C -4.17 0.31 1.15
C -0.81 1.77 2.19
O -0.43 2.63 2.97
O -0.02 0.97 1.56
H -5.10 3.51 1.82
H -2.67 3.64 2.40
H -2.20 -0.46 1.33
H -4.59 -0.61 0.78
```

Here are the calculated max |F| numbers, same order: 0.00458, 0.00712 (hartree/bohr).
Here are the calculated energy above the lowest of the compared OMol25 structures with the same formula, charge and spin numbers, same order: 2.6, 141.4 (kJ/mol).